No. 1
Density functional theory data (the ωB97M-V functional and the def2-TZVPD basis) for a single C21H32N4O3 molecule.

* HOMO: -9.27 eV
* molecular weight: 388.5 g mol⁻¹
* 2S+1: 1
* SMILES string: CCCCC/C=C/CC(=O)N1CC[C@@H]2C[C@]2(C(=O)NCc2nc(C)no2)CC1
* energy relative to the best compared isomer or geometry (same formula, charge and spin): 306.9 kJ/mol

```
60
C21H32N4O3 the ωB97M-V functional and the def2-TZVPD basis
C -7.334 1.658 -1.494
C -5.870 2.066 -1.392
C -5.037 1.075 -0.588
C -3.573 1.475 -0.478
C -2.728 0.454 0.284
C -1.273 0.807 0.264
C -0.523 1.044 1.332
C 0.920 1.442 1.251
C 1.759 0.789 2.347
O 1.232 0.429 3.386
N 3.108 0.696 2.157
C 3.941 0.240 3.269
C 5.069 -0.673 2.799
C 4.527 -1.813 1.983
C 5.245 -2.370 0.807
C 4.028 -1.495 0.580
C 2.787 -2.268 0.247
O 2.665 -3.449 0.530
N 1.774 -1.587 -0.351
C 0.539 -2.260 -0.667
C -0.218 -1.539 -1.725
N -1.446 -1.723 -2.076
C -1.619 -0.766 -3.051
C -2.904 -0.563 -3.766
N -0.566 -0.042 -3.284
O 0.388 -0.562 -2.399
C 4.240 -0.092 0.030
C 3.809 1.089 0.952
H -7.912 2.376 -2.076
H -7.435 0.682 -1.973
H -7.789 1.587 -0.504
H -5.442 2.164 -2.395
H -5.793 3.056 -0.932
H -5.464 0.971 0.415
H -5.110 0.083 -1.050
H -3.154 1.607 -1.483
H -3.491 2.450 0.013
H -3.074 0.380 1.319
H -2.870 -0.532 -0.169
H -0.829 0.923 -0.725
H -0.937 0.955 2.331
H 1.297 1.250 0.247
H 1.022 2.523 1.409
H 4.354 1.107 3.796
H 3.287 -0.285 3.961
H 5.807 -0.112 2.220
H 5.598 -1.050 3.677
H 3.897 -2.515 2.516
H 6.196 -1.929 0.539
H 5.125 -3.424 0.602
H 1.877 -0.619 -0.594
H 0.760 -3.277 -0.998
H -0.114 -2.347 0.205
H -2.821 0.266 -4.465
H -3.177 -1.469 -4.306
H -3.696 -0.355 -3.045
H 5.299 0.031 -0.197
H 3.742 -0.005 -0.939
H 3.208 1.803 0.397
H 4.700 1.642 1.259
```



No. 2
Density functional theory data (the ωB97M-V functional and the def2-TZVPD basis) for a molecular structure, C31H32N9OS2W at a distorted geometry.

* HOMO (spin up / spin down): -15.38 / -15.55 eV
* molecular weight: 794.6 g mol⁻¹
* 2S+1: 1
* net charge: +3
* energy relative to the best compared isomer or geometry (same formula, charge and spin): 0.0 kJ/mol

```
76
C31H32N9OS2W the ωB97M-V functional and the def2-TZVPD basis
W 0.030 -0.023 0.483
N -1.788 1.723 -3.254
C -1.606 0.953 -2.194
N -0.623 1.111 -1.326
C 0.264 2.195 -1.535
N 1.278 2.335 -0.747
N 1.395 1.401 0.219
C 2.548 1.379 0.911
C 2.687 0.283 1.779
C 3.747 0.131 2.698
C 3.774 -0.956 3.534
C 2.742 -1.909 3.437
C 1.731 -1.720 2.527
N 1.654 -0.644 1.698
C 0.064 3.100 -2.638
C 0.875 4.217 -2.848
C 0.678 5.008 -3.963
C -0.326 4.696 -4.879
C -1.167 3.615 -4.668
C -0.978 2.819 -3.545
H -2.563 1.544 -3.884
H -2.305 0.131 -2.042
H 3.302 2.141 0.763
H 4.506 0.897 2.730
H 4.564 -1.076 4.258
H 2.750 -2.778 4.076
H 0.933 -2.454 2.431
H 1.646 4.442 -2.130
H 1.302 5.873 -4.122
H -0.454 5.309 -5.758
H -1.956 3.401 -5.371
N -3.616 -2.004 2.503
C -2.581 -1.608 1.784
S -1.559 -0.192 2.418
N -2.234 -2.106 0.665
N -1.075 -1.720 0.049
C -0.798 -2.458 -1.044
C -1.623 -3.589 -1.455
C -2.130 -3.695 -2.757
C -2.905 -4.780 -3.113
C -3.162 -5.789 -2.195
C -2.662 -5.693 -0.903
C -1.918 -4.596 -0.527
C 0.414 -2.083 -1.694
C 0.913 -2.751 -2.826
C 2.108 -2.359 -3.379
C 2.812 -1.317 -2.764
C 2.288 -0.706 -1.649
N 1.096 -1.046 -1.092
H -3.860 -1.553 3.369
H -4.195 -2.769 2.180
H -1.959 -2.896 -3.462
H -3.312 -4.843 -4.110
H -3.751 -6.644 -2.483
H -2.840 -6.485 -0.194
H -1.518 -4.532 0.472
H 0.358 -3.581 -3.233
H 2.504 -2.845 -4.257
H 3.768 -1.004 -3.148
H 2.842 0.088 -1.160
C -0.431 3.865 1.524
C -0.408 3.400 2.963
S 0.428 1.768 3.064
O -1.701 0.680 1.084
C 0.033 1.238 4.787
C 1.185 1.503 5.732
H -0.957 4.814 1.458
H -0.950 3.131 0.893
H 0.577 4.014 1.141
H -1.411 3.280 3.369
H 0.173 4.079 3.585
H -0.186 0.170 4.737
H -0.862 1.782 5.084
H 2.047 0.889 5.486
H 0.868 1.255 6.742
H 1.485 2.547 5.716
```



No. 3
Density functional theory data (the ωB97M-V functional and the def2-TZVPD basis) for a single C3H5NO2 molecule at a distorted geometry.

* HOMO: -9.86 eV
* molecular weight: 87.1 g mol⁻¹
* 2S+1: 1
* SMILES string: O=C1NC[C@@H]1O
* energy relative to the best compared isomer or geometry (same formula, charge and spin): 173.3 kJ/mol

```
11
C3H5NO2 the ωB97M-V functional and the def2-TZVPD basis
O 0.633 1.806 -0.370
C 0.154 0.751 0.397
C -1.082 -0.084 -0.100
N -0.255 -1.305 0.159
C 0.889 -0.612 0.341
O 1.992 -1.102 0.266
H 0.885 1.473 -1.242
H 0.030 1.127 1.416
H -1.985 -0.013 0.518
H -1.347 0.140 -1.141
H 0.085 -2.182 -0.245
```



No. 4
Density functional theory data (the ωB97M-V functional and the def2-TZVPD basis) for a molecular structure, C43H25F4N6P2RuS2 at a distorted geometry.

* HOMO (spin up / spin down): -14.84 / -16.51 eV
* ⟨S²⟩: 6.08
* molecular weight: 928.9 g mol⁻¹
* 2S+1: 5
* net charge: +3

```
83
C43H25F4N6P2RuS2 the ωB97M-V functional and the def2-TZVPD basis
Ru 1.011 0.194 -1.164
S 3.436 0.602 -1.181
C 2.864 2.159 -1.326
N 1.515 2.264 -1.373
C 1.100 3.543 -1.307
C -0.237 3.991 -1.259
C -0.446 5.328 -1.164
C 0.648 6.257 -1.131
C 1.961 5.849 -1.185
C 2.194 4.482 -1.266
S 3.704 3.665 -1.292
H -1.053 3.280 -1.289
H -1.458 5.711 -1.109
H 0.431 7.317 -1.060
H 2.772 6.566 -1.158
N -1.096 -1.803 -1.444
P -1.355 -0.117 -1.348
C -2.072 0.477 -2.874
C -1.289 1.222 -3.760
C -1.799 1.595 -4.995
C -3.086 1.212 -5.351
C -3.871 0.471 -4.472
C -3.371 0.105 -3.233
C -2.539 0.122 -0.038
C -2.501 -0.701 1.091
C -3.426 -0.518 2.106
C -4.376 0.494 2.005
C -4.404 1.326 0.895
C -3.483 1.149 -0.128
P 0.548 -2.062 -1.342
C 0.825 -3.731 -0.841
C 1.314 -4.666 -1.758
C 1.419 -5.991 -1.367
C 1.060 -6.368 -0.080
C 0.586 -5.431 0.834
C 0.471 -4.105 0.461
C 1.275 -1.674 -2.947
C 2.680 -1.793 -3.105
C 3.244 -1.706 -4.357
C 2.424 -1.484 -5.465
C 1.040 -1.371 -5.328
C 0.459 -1.472 -4.079
H -1.807 -2.526 -1.456
H -0.285 1.513 -3.486
H -1.199 2.182 -5.681
H -3.482 1.492 -6.319
H -4.876 0.184 -4.754
H -3.992 -0.465 -2.549
H -1.765 -1.493 1.169
H -3.420 -1.170 2.971
H -5.102 0.631 2.798
H -5.153 2.105 0.818
H -3.513 1.795 -0.997
H 1.593 -4.373 -2.763
H 1.778 -6.731 -2.070
H 1.156 -7.404 0.219
H 0.314 -5.738 1.835
H 0.121 -3.367 1.176
H 3.306 -2.010 -2.248
H 4.314 -1.820 -4.482
H 2.870 -1.413 -6.451
H 0.416 -1.225 -6.201
H -0.618 -1.432 -3.976
F 1.129 3.029 5.460
C 1.125 1.713 5.511
C 1.288 1.097 6.737
F 1.435 1.884 7.781
C 1.300 -0.289 6.868
C 1.155 -1.031 5.682
C 0.998 -0.420 4.471
F 0.851 -1.175 3.374
C 0.973 0.972 4.334
C 0.791 1.600 3.058
C 0.819 0.911 1.818
N 0.736 0.510 0.748
C 0.581 2.991 2.845
N 0.393 4.083 2.512
F 1.156 -2.352 5.699
C 1.440 -0.943 8.181
C 1.508 -2.349 8.316
N 1.544 -3.499 8.455
C 1.493 -0.215 9.389
N 1.505 0.358 10.397
```



No. 5
Density functional theory data (the ωB97M-V functional and the def2-TZVPD basis) for 2 unconnected molecules or ions with the total composition CClFO2 at a distorted geometry.

* HOMO (spin up / spin down): -10.54 / -9.12 eV
* molecular weight: 98.5 g mol⁻¹
* 2S+1: 1
* energy relative to the best compared isomer or geometry (same formula, charge and spin): 212.6 kJ/mol

```
5
CClFO2 the ωB97M-V functional and the def2-TZVPD basis
C -0.739 -0.499 -0.259
O -0.907 -1.573 -0.599
O 1.666 0.026 -0.094
F 1.333 1.358 0.315
Cl -1.352 0.689 0.636
```